Entry 1:
DFT (the ωB97M-V functional and the def2-TZVPD basis) results for C35H31AuClN3O4P2 as an isolated structure.

Structure (ORCA input):
```
! RIJCOSX wB97M-V def2-TZVPD def2/J DEFGRID3
* xyz 2 1
Au 0.51 1.58 -1.13
C -1.32 -0.70 2.41
N -0.78 -0.66 1.02
P 0.20 -1.88 0.52
C -0.61 -2.82 -0.76
C -0.24 -3.15 -2.06
C -1.09 -3.95 -2.82
C -2.27 -4.44 -2.30
C -2.64 -4.12 -0.99
C -1.82 -3.31 -0.23
C 0.78 -2.91 1.82
C 1.47 -2.35 2.90
C 2.02 -3.17 3.86
C 1.92 -4.55 3.73
C 1.27 -5.12 2.64
C 0.70 -4.30 1.68
P -1.25 0.71 -0.04
C -2.62 0.10 -1.03
C -3.64 -0.71 -0.51
C -4.71 -1.08 -1.30
C -4.78 -0.64 -2.62
C -3.77 0.15 -3.15
C -2.69 0.51 -2.36
C -1.95 1.92 1.10
C -1.28 3.14 1.21
C -1.81 4.17 1.97
C -3.02 4.00 2.62
C -3.71 2.79 2.51
C -3.18 1.77 1.75
H -2.40 -0.85 2.38
H -1.10 0.23 2.92
H -0.89 -1.53 2.96
H 0.68 -2.81 -2.50
H -0.80 -4.20 -3.84
H -2.92 -5.07 -2.90
H -3.56 -4.50 -0.57
H -2.12 -3.07 0.78
H 1.58 -1.27 2.99
H 2.54 -2.74 4.70
H 2.36 -5.20 4.48
H 1.21 -6.19 2.54
H 0.19 -4.74 0.83
H -3.60 -1.06 0.51
H -5.50 -1.70 -0.89
H -5.62 -0.93 -3.24
H -3.82 0.48 -4.18
H -1.90 1.12 -2.78
H -0.33 3.29 0.71
H -1.29 5.11 2.05
H -3.45 4.80 3.21
H -4.66 2.66 3.00
H -3.76 0.86 1.64
C 3.41 2.80 2.48
C 4.56 3.11 1.77
C 4.49 3.21 0.39
C 3.27 3.02 -0.23
N 2.17 2.71 0.45
C 2.24 2.60 1.77
C 3.12 3.12 -1.72
C 4.05 3.81 -2.48
C 3.91 3.87 -3.86
C 2.83 3.24 -4.45
C 1.93 2.58 -3.63
N 2.07 2.53 -2.30
H 3.42 2.72 3.56
H 5.50 3.26 2.28
H 5.39 3.43 -0.18
H 1.31 2.36 2.29
H 4.88 4.32 -2.00
H 4.63 4.42 -4.46
H 2.68 3.25 -5.52
H 1.07 2.08 -4.05
O 1.84 -0.85 -2.30
Cl 2.60 -1.24 -1.17
O 3.62 -0.36 -0.81
O 2.94 -2.61 -1.15
O 1.54 -1.03 0.04
*
```

Output
**HOMO level**: -13.97 eV
**DFT total energy**: -84231.4996 eV
**LUMO energy**: -0.1940 hartree
**Kohn-Sham gap**: 0.3195 Ha

Entry 2:
DFT (the ωB97M-V functional and the def2-TZVPD basis) results for C35H31BBr4N12O2PbS as an isolated structure.

Structure (ORCA input):
```
! RIJCOSX wB97M-V def2-TZVPD def2/J DEFGRID3
* xyz 1 2
Pb 0.19 -0.08 0.52
C 1.34 -2.63 3.05
C 2.27 -1.47 2.89
C 3.62 -1.36 3.25
C 3.98 -0.08 2.91
N 2.90 0.54 2.39
N 1.85 -0.32 2.36
B 2.79 1.94 1.73
N 1.40 2.57 2.02
C 1.15 3.72 2.67
C -0.22 3.90 2.74
C -0.76 2.79 2.10
C -2.20 2.42 1.90
N 0.22 2.00 1.67
N 2.95 1.74 0.20
C 3.92 2.12 -0.64
C 3.70 1.52 -1.87
C 2.56 0.75 -1.71
C 1.90 -0.15 -2.70
N 2.11 0.88 -0.45
N 3.84 2.87 2.31
C 4.20 2.96 3.62
C 4.88 4.14 3.79
C 4.88 4.73 2.51
C 5.48 6.04 2.10
N 4.24 3.98 1.63
H 1.89 -3.50 3.40
H 0.55 -2.40 3.76
H 0.88 -2.89 2.09
H 4.24 -2.12 3.71
H 4.92 0.43 2.99
H 1.96 4.34 3.02
H -0.75 4.72 3.20
H -2.84 3.26 2.15
H -2.37 2.14 0.86
H -2.48 1.58 2.53
H 4.67 2.81 -0.31
H 4.30 1.62 -2.76
H 2.28 0.07 -3.70
H 2.13 -1.19 -2.48
H 0.82 -0.02 -2.71
H 3.93 2.20 4.34
H 5.33 4.51 4.69
H 6.39 6.25 2.66
H 5.72 6.04 1.03
H 4.78 6.86 2.28
S -0.86 1.85 -1.60
C -2.54 1.80 -1.88
N -3.44 2.87 -1.88
N -3.07 4.06 -1.92
C -1.84 4.71 -2.28
C -1.51 5.84 -1.53
C -0.37 6.54 -1.86
C 0.41 6.14 -2.94
C 0.03 5.03 -3.70
C -1.10 4.31 -3.37
N -3.30 0.73 -2.05
N -2.71 -0.41 -1.86
C -2.51 -1.36 -2.67
C -2.79 -1.30 -4.10
C -2.30 -2.22 -4.94
C -1.40 -3.33 -4.50
C -1.57 -3.74 -3.03
C -1.96 -2.61 -2.06
H -3.84 4.70 -1.73
H -2.13 6.14 -0.70
H -0.09 7.41 -1.28
H 1.30 6.69 -3.19
H 0.63 4.73 -4.55
H -1.41 3.46 -3.97
H -3.38 -0.47 -4.46
H -2.50 -2.15 -6.00
H -1.54 -4.20 -5.13
H -2.34 -4.51 -3.02
H -2.69 -2.98 -1.33
Br -0.05 -6.58 -3.84
C 0.49 -5.34 -2.56
C 1.71 -5.49 -1.82
Br 2.75 -7.02 -2.10
C 2.11 -4.53 -0.93
Br 3.68 -4.63 0.07
C 1.31 -3.32 -0.69
O 1.64 -2.39 0.06
C 0.07 -3.29 -1.43
O -0.77 -2.27 -1.30
C -0.30 -4.23 -2.35
Br 0.42 -2.76 -4.96
*
```

Output
**ΔE to the lowest compared entry with this formula, charge and spin**: 0.6047 eV
**HOMO level (alpha / beta)**: -10.40 / -10.40 eV
**DFT total energy**: -355698.3678 eV
**LUMO energy (alpha / beta)**: -0.1576 / -0.1758 hartree
**Kohn-Sham gap (alpha / beta)**: 0.2247 / 0.2065 Ha

Entry 3:
DFT (the ωB97M-V functional and the def2-TZVPD basis) results for one molecule with the formula C35H31BO5.

Structure (ORCA input):
```
! RIJCOSX wB97M-V def2-TZVPD def2/J DEFGRID3
* xyz 0 1
C 5.95 -3.05 2.30
C 4.64 -2.95 2.89
C 4.23 -3.23 4.18
C 2.91 -2.86 4.29
C 2.45 -2.40 2.92
B 1.26 -1.65 1.08
C 1.26 -3.03 2.17
C 1.24 -4.40 1.67
C 0.16 -5.03 2.29
C -0.35 -4.18 3.26
C -1.30 -4.34 4.34
O 0.26 -3.00 3.20
C 1.89 -1.03 2.53
C 2.68 0.19 2.47
C 2.14 1.08 3.40
C 1.09 0.45 4.04
C 0.14 0.92 5.01
O 0.91 -0.77 3.55
C 2.33 -1.74 -0.03
C 3.07 -0.73 -0.59
C 3.93 -1.32 -1.58
C 3.72 -2.67 -1.50
C 4.37 -3.79 -2.15
O 2.75 -2.94 -0.57
O 3.60 -2.61 2.14
H 6.42 -3.92 2.76
H 5.88 -3.15 1.22
H 6.53 -2.16 2.56
H 4.87 -3.66 4.96
H 2.29 -2.85 5.17
H 1.84 -4.74 0.84
H -0.22 -6.02 2.08
H -2.14 -4.95 3.99
H -0.82 -4.87 5.17
H -1.66 -3.38 4.72
H 3.47 0.36 1.75
H 2.46 2.11 3.57
H 0.61 1.10 5.98
H -0.25 1.87 4.64
H -0.69 0.23 5.14
H 3.00 0.33 -0.35
H 4.62 -0.79 -2.23
H 4.73 -3.46 -3.14
H 5.26 -4.14 -1.59
H 3.68 -4.63 -2.28
C -1.21 -0.59 -5.77
C -1.04 -1.80 -5.05
C -0.69 -1.77 -3.70
C -0.58 -0.53 -3.01
C -0.40 -0.48 -1.56
O -0.26 0.80 -1.08
C -0.64 1.07 0.22
C -0.71 0.03 1.14
C -1.52 0.21 2.26
C -2.24 1.39 2.43
C -2.07 2.46 1.54
C -1.23 2.32 0.44
C -0.20 -1.34 0.78
C -0.34 -1.52 -0.70
C -0.68 0.66 -3.75
C -0.99 0.63 -5.11
H -1.50 -0.61 -6.82
H -1.20 -2.76 -5.56
H -0.52 -2.70 -3.16
H -1.64 -0.61 2.97
H -2.95 1.47 3.26
H -2.61 3.40 1.70
H -1.10 3.11 -0.31
H -0.83 -2.08 1.30
H -0.32 -2.53 -1.13
H -0.54 1.62 -3.26
H -1.08 1.57 -5.66
*
```

Output
**ΔE to the lowest compared entry with this formula, charge and spin**: 0.4221 eV
**HOMO level**: -4.60 eV
**DFT total energy**: -47704.7345 eV
**LUMO energy**: -0.0307 hartree
**Kohn-Sham gap**: 0.1385 Ha

Number 1 is which compound? C35H31AuClN3O4P2

What is the DFT total energy in the second record? -355698.3678 eV

What is the formula in the third record? C35H31BO5

Which formula does entry 2 have? C35H31BBr4N12O2PbS